1.
61
Properties=species:S:1:pos:R:3:lowdin_charge:R:1 method="wB97M-V/def2-TZVPD" homo_lumo_gap_ha=0.3262 e_homo_ev=-8.09 energy_ev=-34992.8796 multiplicity=1 smiles=CN(Cc1ccccc1)C[C@@H](O)COc1ccc(CNCCc2ccncc2)cc1
C 3.47126 4.53373 0.53183 -0.09
N 2.39449 3.57676 0.38159 -0.22
C 2.56783 2.39488 1.21362 -0.14
C 2.94553 1.16249 0.42661 -0.21
C 2.71064 -0.09428 0.97099 -0.05
C 3.03343 -1.23988 0.26770 -0.09
C 3.59601 -1.14437 -0.99376 -0.09
C 3.83967 0.10278 -1.54197 -0.08
C 3.51889 1.24869 -0.83488 -0.05
C 1.06808 4.17280 0.43126 -0.13
C 0.26585 3.81669 -0.83532 -0.33
O 0.91810 4.30623 -1.97922 -0.02
C 0.05875 2.29951 -0.97324 -0.14
O -0.46980 1.79136 0.23311 -0.05
C -0.51087 0.44120 0.39333 -0.30
C -0.17678 -0.48940 -0.58291 -0.03
C -0.27092 -1.84082 -0.30584 -0.05
C -0.68539 -2.29904 0.93394 -0.23
C -0.76940 -3.77691 1.23478 -0.18
N -2.05478 -4.28263 1.67762 -0.07
C -3.10055 -4.45816 0.69755 -0.22
C -4.05215 -3.26480 0.45713 -0.13
C -3.56418 -2.19695 -0.47535 -0.23
C -3.13552 -2.49413 -1.76619 -0.03
C -2.76987 -1.45880 -2.60752 -0.15
N -2.81527 -0.18242 -2.26307 0.06
C -3.22294 0.10408 -1.03897 -0.15
C -3.60269 -0.85510 -0.11487 -0.02
C -1.00367 -1.36114 1.91019 -0.04
C -0.92263 -0.01137 1.64742 -0.01
H 3.36008 5.32605 -0.20787 0.09
H 4.42188 4.03065 0.35596 0.09
H 3.50299 4.99258 1.53269 0.09
H 1.64211 2.17592 1.75553 0.12
H 3.34598 2.57310 1.97113 0.13
H 2.25920 -0.17560 1.94964 0.12
H 2.83501 -2.20863 0.70192 0.10
H 3.84247 -2.03817 -1.54756 0.10
H 4.27979 0.18541 -2.52538 0.10
H 3.70545 2.22072 -1.26669 0.10
H 0.49798 3.84758 1.30824 0.12
H 1.15401 5.26229 0.46664 0.13
H -0.70592 4.31839 -0.79632 0.15
H 1.83181 3.99420 -1.92627 0.08
H -0.62365 2.09716 -1.80899 0.14
H 1.03033 1.83682 -1.18698 0.11
H 0.14189 -0.17661 -1.56328 0.12
H -0.01147 -2.55074 -1.07835 0.12
H -0.05597 -4.01256 2.03512 0.12
H -0.47723 -4.34884 0.35019 0.12
H -2.39371 -3.75652 2.47498 0.10
H -3.71795 -5.29233 1.05493 0.11
H -2.63719 -4.76744 -0.24100 0.11
H -4.97645 -3.66973 0.03304 0.12
H -4.30306 -2.81780 1.42273 0.11
H -3.10144 -3.51509 -2.11602 0.11
H -2.43311 -1.65587 -3.61747 0.10
H -3.25534 1.15693 -0.78987 0.11
H -3.93231 -0.55901 0.86971 0.11
H -1.31243 -1.69264 2.89263 0.11
H -1.17487 0.71880 2.40140 0.12

***

2.
14
Properties=species:S:1:pos:R:3:lowdin_charge:R:1 method="wB97M-V/def2-TZVPD" homo_lumo_gap_ha=0.4017 e_homo_ev=-9.92 energy_ev=-8370.6620 multiplicity=1 smiles=COC[C@H]1CO1
C 1.72785 0.32174 0.79471 -0.10
O 0.83383 1.30124 0.31539 -0.18
C -0.52333 0.92662 0.37849 -0.18
C -0.90162 0.11844 -0.84154 -0.28
C -0.93660 -1.34499 -0.83179 -0.12
O -2.13225 -0.58306 -0.76649 -0.03
H 1.33590 -0.69366 0.66376 0.08
H 2.66167 0.40868 0.23256 0.09
H 1.94399 0.46988 1.86134 0.09
H -0.75960 0.35950 1.29235 0.14
H -1.10710 1.85398 0.40247 0.13
H -0.71365 0.62157 -1.79193 0.15
H -0.67752 -1.88689 0.07848 0.11
H -0.78867 -1.89722 -1.75934 0.11

***

3.
50
Properties=species:S:1:pos:R:3:lowdin_charge:R:1 method="wB97M-V/def2-TZVPD" homo_lumo_gap_ha=0.2095 e_homo_ev=-7.39 energy_ev=-37152.8233 multiplicity=1
C 5.64832 0.57206 1.24725 -0.08
N 4.24293 0.44103 0.91242 -0.24
C 3.64203 -0.71559 1.50246 -0.19
C 2.22896 -0.95217 1.01265 -0.10
N 1.37118 0.25946 1.05701 0.03
C 0.04413 0.10514 0.82000 -0.07
C -0.84938 1.09224 0.12274 -0.14
C -2.14453 1.34474 0.95018 -0.14
C -2.80769 -0.00397 1.06456 -0.17
C -2.01716 -0.90576 2.03270 -0.15
C -0.57422 -1.04368 1.55436 -0.10
C 2.04732 1.48909 0.59251 -0.10
C 3.47917 1.64139 1.09237 -0.18
H 6.09656 1.39241 0.66694 0.09
H 5.81177 0.78762 2.32512 0.09
H 6.16887 -0.36168 1.00652 0.09
H 4.25462 -1.58352 1.23369 0.14
H 3.62409 -0.65149 2.61270 0.13
H 2.27667 -1.31511 -0.02187 0.12
H 1.82762 -1.74940 1.63687 0.12
H -0.36443 2.06573 -0.10212 0.13
H -1.86340 1.70955 1.97003 0.14
H -2.79073 2.08467 0.44493 0.10
H -3.84881 0.12464 1.36932 0.13
H -2.74910 -0.43765 0.03707 0.12
H -2.03751 -0.47997 3.03628 0.11
H -2.51254 -1.88583 2.09732 0.12
H -0.51252 -1.86545 0.80409 0.15
H 0.05557 -1.38674 2.39586 0.13
H 2.08553 1.46040 -0.51280 0.12
H 1.47002 2.36591 0.94006 0.14
H 3.46870 1.97130 2.14641 0.13
H 3.96224 2.42271 0.49415 0.13
O -5.19197 -2.13299 -3.44183 0.04
N -4.01773 -2.37272 -3.10887 -0.33
O -3.51684 -3.53396 -3.14167 0.00
C -3.13462 -1.28062 -2.69690 -0.12
C -1.75468 -1.46146 -2.48565 0.06
C -0.91489 -0.45763 -2.04261 -0.15
N 0.51018 -0.69807 -1.92224 -0.32
O 0.83587 -1.87158 -1.61318 0.01
O 1.32871 0.24158 -2.11235 0.02
C -1.32856 0.86037 -1.43881 -0.12
C -2.74030 1.08855 -1.91208 -0.20
N -3.46076 2.19034 -1.60014 0.16
O -4.79730 1.69200 -1.72100 -0.11
N -4.88352 0.43628 -2.29577 0.16
C -3.56884 0.06737 -2.45495 -0.17
H -1.37902 -2.46650 -2.64053 0.13
H -0.71997 1.70691 -1.91319 0.16

***

4.
7
Properties=species:S:1:pos:R:3:lowdin_charge:R:1 method="wB97M-V/def2-TZVPD" homo_lumo_gap_ha=0.3967 e_homo_ev=-10.19 energy_ev=-21080.2534 multiplicity=1 smiles="FC(F)=C=CCl"
F 2.30437 0.57991 -0.00631 0.06
C 0.94308 0.68559 0.29854 -0.44
F 0.97881 1.66106 1.02882 0.24
C -0.01019 0.08421 -0.19724 -0.03
C -1.06225 -0.61707 -0.30118 -0.83
Cl -1.48021 -1.84162 0.42206 0.91
H -1.67361 -0.55208 -1.24468 0.10

***

5.
15
Properties=species:S:1:pos:R:3:lowdin_charge:R:1 method="wB97M-V/def2-TZVPD" homo_lumo_gap_ha=0.3333 e_homo_ev=-9.23 energy_ev=-11679.4418 multiplicity=1
C 1.17491 0.57401 -0.14034 -0.44
C -1.26170 0.28794 -0.15421 -0.53
H 2.84697 -0.23726 0.64389 0.10
H 2.02092 -1.43560 0.20388 0.07
H 0.62774 2.35853 0.53698 0.09
H 0.76866 -2.10365 -0.94431 0.30
H -1.84261 -1.20708 1.15584 0.16
H -3.00906 -0.83390 0.33016 0.03
H -1.37561 2.13540 -0.93916 0.06
N 2.27895 -0.50188 -0.22987 0.03
N 1.42705 1.72796 0.20833 0.14
N -0.03540 -0.06765 -0.46250 -0.07
N -2.08688 -0.83285 0.12009 0.11
N -1.80457 1.46445 -0.25154 0.11
O 0.27063 -1.32842 -0.07726 -0.18

***

6.
23
Properties=species:S:1:pos:R:3:lowdin_charge:R:1 method="wB97M-V/def2-TZVPD" homo_lumo_gap_ha=0.3119 e_homo_ev=-8.02 energy_ev=-11598.1528 multiplicity=1 smiles="C=C=C(CC)c1ccccc1"
C 2.60931 -2.30469 0.15775 0.01
C 1.73360 -1.25788 0.31144 0.05
C 0.90560 -0.06389 0.32609 -0.25
C 1.62651 1.23428 0.49036 -0.22
C 1.68479 2.12616 -0.84548 -0.11
C -0.48644 -0.16180 0.21355 -0.22
C -1.34765 0.70367 0.86116 -0.06
C -2.69880 0.61032 0.70372 -0.10
C -3.25306 -0.49112 0.03561 -0.09
C -2.43209 -1.47018 -0.56551 -0.07
C -1.02124 -1.33781 -0.44268 0.01
H 3.14718 -2.89282 0.85224 0.03
H 2.77981 -2.65906 -0.83816 0.04
H 1.02502 1.77314 1.27728 0.11
H 2.64312 1.10241 0.80559 0.09
H 2.35216 3.10248 -0.81504 0.09
H 0.69449 2.45587 -1.28911 0.06
H 2.15896 1.40181 -1.69490 0.11
H -1.19575 1.64774 1.42427 0.13
H -3.26127 1.37740 1.21020 0.10
H -4.36367 -0.54614 -0.14692 0.11
H -2.88705 -2.34783 -0.98543 0.09
H -0.41352 -2.00208 -1.04606 0.11

***

7.
165
Properties=species:S:1:pos:R:3:lowdin_charge:R:1 method="wB97M-V/def2-TZVPD" homo_lumo_gap_ha=0.3538 e_homo_ev=-10.18 energy_ev=-153073.4861 multiplicity=1 smiles="CCOP(=O)(OCC)OCC.CCOP(=O)(OCC)OCC.CCOP(=O)(OCC)OCC.CCOP(=O)(OCC)OCC.CCOP(=O)(OCC)OCC.C[N+](=O)[O-].C[N+](=O)[O-].C[N+](=O)[O-].C[N+](=O)[O-].C[N+](=O)[O-]"
C 6.55743 2.55012 3.47962 -0.06
C 7.38613 2.25701 2.20379 -0.25
O 6.48108 2.13938 1.10964 -0.19
P 6.95976 2.51673 -0.36023 0.41
O 8.39512 2.34417 -0.65180 -0.23
O 6.37313 3.98106 -0.49391 -0.20
C 6.58420 4.83959 -1.61918 -0.25
C 7.90512 5.58875 -1.42557 -0.07
O 5.96685 1.65035 -1.29607 -0.17
C 4.56455 1.84356 -1.06081 -0.26
C 3.86556 0.58225 -1.58413 -0.05
H 6.08487 1.66337 3.90644 0.06
H 7.25903 2.90565 4.23511 0.08
H 5.77776 3.27699 3.26642 0.08
H 7.94807 3.18829 2.10473 0.11
H 8.04514 1.40404 2.33840 0.12
H 6.59437 4.27436 -2.55346 0.12
H 5.77211 5.56526 -1.57602 0.12
H 7.93427 6.35090 -2.21244 0.08
H 7.94795 6.07166 -0.45254 0.08
H 8.77522 4.95511 -1.58312 0.07
H 4.30448 2.16014 -0.04817 0.11
H 4.21015 2.74553 -1.57480 0.10
H 2.85610 0.65300 -1.97982 0.06
H 4.55186 0.24698 -2.36768 0.08
H 3.89037 -0.28805 -0.92555 0.05
C 3.13157 4.26129 -4.16048 -0.04
C 2.26580 2.98749 -4.03868 -0.26
O 1.12948 2.97727 -4.90204 -0.18
P 0.13201 1.74414 -5.04082 0.40
O -1.11848 2.07016 -5.75493 -0.23
O 0.99487 0.59553 -5.73324 -0.20
C 0.77782 0.19841 -7.09854 -0.25
C 1.62123 1.10927 -7.99329 -0.07
O -0.04841 1.30153 -3.50811 -0.19
C -0.60821 0.02685 -3.12626 -0.26
C -2.00516 0.19696 -2.60952 -0.04
H 3.91478 4.15978 -4.90932 0.07
H 2.45746 5.00388 -4.59570 0.08
H 3.47107 4.47900 -3.15453 0.06
H 2.88672 2.10785 -4.22649 0.12
H 1.84279 2.98471 -3.03107 0.09
H 1.31173 -0.75495 -7.11453 0.11
H -0.26926 0.11055 -7.36696 0.12
H 1.17767 2.10990 -7.90290 0.07
H 2.64800 1.23707 -7.65985 0.08
H 1.55368 0.90554 -9.06141 0.08
H -0.43452 -0.71683 -3.91068 0.11
H 0.08444 -0.36635 -2.37640 0.09
H -2.36543 -0.76928 -2.23666 0.07
H -2.11361 0.74838 -1.67327 0.06
H -2.63609 0.62814 -3.38429 0.09
C -0.29858 -3.65082 3.83231 -0.07
C -1.76439 -3.58450 3.49968 -0.27
O -2.44718 -4.74356 4.00307 -0.16
P -3.88532 -5.24844 3.47305 0.43
O -4.16496 -6.61962 3.88308 -0.22
O -4.87513 -4.17187 4.10403 -0.19
C -5.50196 -4.39988 5.37925 -0.24
C -6.86871 -3.74495 5.40395 -0.08
O -3.92484 -4.89363 1.89393 -0.19
C -3.36707 -5.84728 0.97698 -0.25
C -2.18451 -5.16790 0.30494 -0.08
H 0.17114 -4.18550 2.99916 0.05
H 0.09243 -2.63519 3.92534 0.06
H 0.08393 -4.07895 4.75772 0.10
H -2.09468 -2.74775 4.12380 0.10
H -2.01510 -3.38085 2.46110 0.08
H -5.59608 -5.46980 5.54919 0.11
H -4.93398 -3.91763 6.17424 0.12
H -7.69535 -4.22391 4.87693 0.08
H -7.18673 -3.87250 6.44793 0.08
H -6.91260 -2.67512 5.20921 0.06
H -3.09445 -6.84676 1.31385 0.12
H -4.11289 -5.99896 0.19007 0.12
H -1.79727 -5.78286 -0.50903 0.07
H -2.46533 -4.17548 -0.04766 0.06
H -1.44751 -5.03370 1.10375 0.06
C -4.15279 -0.55144 5.01261 -0.05
C -4.79327 -0.93116 3.69262 -0.25
O -3.72735 -1.41768 2.83529 -0.21
P -3.69240 -0.91137 1.30100 0.44
O -2.77658 -1.69160 0.45752 -0.23
O -5.21896 -0.96080 0.78722 -0.18
C -5.82620 -2.23634 0.57329 -0.25
C -5.60412 -2.79325 -0.83690 -0.06
O -3.42733 0.65099 1.32652 -0.15
C -2.09293 1.13656 1.26734 -0.27
C -1.37453 1.05230 2.61593 -0.05
H -3.99428 -1.46739 5.58608 0.07
H -3.25462 0.04724 4.91508 0.07
H -4.89770 -0.01304 5.60707 0.08
H -5.51146 -1.74936 3.73478 0.09
H -5.35440 -0.09986 3.25741 0.12
H -5.46432 -2.97964 1.28683 0.10
H -6.88945 -2.06388 0.72168 0.12
H -6.24692 -2.26407 -1.54399 0.07
H -4.62846 -2.48746 -1.23524 0.06
H -5.58829 -3.87364 -0.95414 0.07
H -1.43602 0.67186 0.52428 0.09
H -2.26133 2.16949 0.95179 0.09
H -1.99994 1.52980 3.37004 0.08
H -1.17726 0.01708 2.90436 0.07
H -0.40526 1.54761 2.55504 0.07
C -4.83086 6.27249 -2.84484 -0.07
C -3.46505 5.80604 -2.35339 -0.24
O -3.67697 5.47897 -0.97324 -0.20
P -2.54664 5.40708 0.16212 0.38
O -2.91435 4.46541 1.20829 -0.21
O -2.38031 6.88743 0.65407 -0.17
C -3.23019 7.46041 1.67539 -0.24
C -4.63119 7.66261 1.13137 -0.08
O -1.19500 5.15563 -0.65600 -0.18
C -1.00440 3.91353 -1.34813 -0.26
C 0.18313 3.21355 -0.71106 -0.06
H -5.64491 5.63263 -2.48953 0.08
H -5.21445 7.18813 -2.38157 0.07
H -4.90612 6.38093 -3.92624 0.08
H -3.18317 4.88099 -2.85640 0.11
H -2.71938 6.58869 -2.49074 0.12
H -3.20120 6.76670 2.51629 0.11
H -2.81475 8.39240 2.05239 0.12
H -5.31802 7.98793 1.92033 0.08
H -4.68786 8.40830 0.34181 0.08
H -5.07513 6.71121 0.84312 0.07
H -1.88401 3.26749 -1.25175 0.11
H -0.92717 4.11446 -2.41583 0.12
H 1.06763 3.84321 -0.83215 0.08
H 0.06453 3.11887 0.37038 0.08
H 0.37778 2.20059 -1.06276 0.05
C 1.02280 -6.33961 0.21523 0.03
N 0.80579 -7.18547 1.44787 -0.44
O 0.72621 -8.38623 1.33357 0.07
O 0.76829 -6.58844 2.50133 0.06
H 0.62550 -5.34358 0.35719 0.06
H 0.52676 -6.85630 -0.60121 0.09
H 2.10030 -6.36762 0.08017 0.10
C 4.63379 -2.03790 3.49128 0.04
N 3.62069 -2.18580 4.53762 -0.43
O 3.98452 -2.35221 5.68095 0.08
O 2.45737 -2.11164 4.17959 0.04
H 4.76290 -0.98935 3.22408 0.10
H 4.36715 -2.50827 2.54780 0.09
H 5.54980 -2.45654 3.89843 0.10
C 1.03950 -2.13608 1.00048 0.04
N 1.33965 -0.70691 0.87067 -0.42
O 1.95036 -0.14092 1.73804 0.09
O 1.00630 -0.21465 -0.18694 0.03
H 1.58768 -2.61061 1.80991 0.08
H 1.38162 -2.60328 0.07876 0.07
H -0.02449 -2.29834 1.16721 0.09
C -0.35640 -3.78516 -2.95434 0.08
N 1.10304 -3.58259 -2.72047 -0.42
O 1.67910 -4.37006 -1.98993 0.03
O 1.68543 -2.77970 -3.41364 0.08
H -0.79817 -2.79436 -2.83232 0.08
H -0.64680 -4.40265 -2.11088 0.08
H -0.57005 -4.09874 -3.96873 0.11
C 5.14621 -4.06148 -2.29820 0.05
N 4.76619 -3.47266 -1.00509 -0.43
O 3.74284 -2.82777 -0.94234 0.04
O 5.38503 -3.83787 -0.02695 0.06
H 6.12771 -3.68280 -2.56305 0.11
H 4.39713 -3.99175 -3.08081 0.09
H 5.15493 -5.13441 -2.09938 0.10

***

8.
18
Properties=species:S:1:pos:R:3:lowdin_charge:R:1 method="wB97M-V/def2-TZVPD" homo_lumo_gap_ha="0.2355 / 0.1607" e_homo_ev="-3.05 / -2.75" energy_ev=-27486.3632 charge=-1 multiplicity=2
N -0.64739 1.96995 -1.59030 -0.05
C 0.38798 1.65446 -0.62136 -0.45
C -0.08586 1.43052 0.80401 -0.68
S 1.13743 0.58482 1.80244 0.58
S -1.14849 -1.07840 -1.28918 0.33
C -0.54976 -1.89154 0.21627 -0.79
C 0.95500 -2.09873 0.22302 -0.28
H -1.20237 1.10695 -1.70234 -0.07
H -1.17967 2.73681 -1.44062 -0.01
H 0.88257 0.72074 -1.01666 0.06
H 1.19480 2.44209 -0.66260 0.10
H -0.36667 2.38028 1.27938 0.05
H -1.01567 0.77010 0.68449 0.06
H -0.84553 -1.29712 1.07665 0.00
H -1.09297 -2.83465 0.28470 0.02
H 1.33847 -2.40436 1.23877 0.06
H 1.47720 -1.18328 -0.08744 0.00
H 1.27447 -2.89819 -0.46609 0.05